1.
{"formula": "C23H32GeN6OS2V", "method": "ωB97M-V with the def2-TZVPD basis set", "e_lumo_ev": [4.715, 4.715], "total_charge": -2, "homo_ev": [0.14, 0.07], "spin_multiplicity": 2, "orbital_gap_ha": [0.1680, 0.1708], "s_squared": 0.7976, "elements": ["V", "C", "C", "N", "N", "C", "N", "S", "C", "C", "C", "C", "C", "N", "H", "H", "H", "H", "H", "H", "H", "H", "H", "O", "N", "C", "C", "C", "C", "C", "S", "H", "H", "H", "H", "C", "Ge", "C", "C", "C", "H", "H", "H", "H", "H", "H", "H", "H", "H", "H", "H", "C", "C", "C", "C", "C", "C", "N", "H", "H", "H", "H", "H", "H", "H", "H"], "xyz": [[-0.22172, 0.17494, 0.73628], [-4.29391, -0.59858, 2.10736], [-3.10054, 0.02754, 1.46793], [-1.84009, -0.49109, 1.58316], [-1.79534, -1.59765, 2.44007], [-0.78606, -1.58731, 3.23763], [-0.67128, -2.70534, 4.08896], [0.40305, -0.32988, 3.38958], [-3.10614, 1.17939, 0.72216], [-4.26563, 1.92426, 0.31777], [-4.12174, 3.04950, -0.42568], [-2.82571, 3.48615, -0.80638], [-1.75879, 2.73226, -0.40077], [-1.84914, 1.61587, 0.34187], [-4.04348, -0.98788, 3.09388], [-4.68173, -1.44699, 1.52740], [-5.09923, 0.13057, 2.21610], [-1.09089, -3.52377, 3.66999], [0.28728, -2.85201, 4.36221], [-5.25256, 1.57114, 0.58965], [-5.00050, 3.60696, -0.73649], [-2.67248, 4.37047, -1.40861], [-0.75239, 3.02415, -0.66897], [1.54547, 0.86471, 0.78703], [2.47928, 1.54465, 1.41257], [3.67228, 0.90627, 1.49369], [4.75751, 1.47276, 2.08975], [4.59529, 2.75853, 2.64287], [3.38662, 3.37853, 2.57065], [2.23439, 2.79890, 1.93432], [0.75414, 3.54652, 1.80224], [3.65987, -0.07942, 1.05409], [5.69094, 0.93158, 2.12864], [5.42832, 3.25245, 3.13041], [3.23461, 4.36267, 2.99066], [2.18141, -4.23418, -0.66620], [1.28355, -2.52768, -1.16679], [2.67854, -1.47539, -2.05569], [0.10457, -3.14463, -2.60672], [0.54200, -1.80229, 0.45114], [2.63219, -4.72565, -1.53396], [1.44231, -4.91181, -0.22979], [2.95967, -4.06664, 0.08345], [3.18151, -2.09646, -2.80275], [3.42524, -1.10298, -1.35018], [2.21828, -0.62290, -2.55646], [0.65879, -3.87007, -3.20946], [-0.20771, -2.31077, -3.23550], [-0.78751, -3.63162, -2.20803], [1.35535, -1.86954, 1.18377], [-0.21776, -2.52729, 0.77001], [-2.29812, -1.10483, -1.64648], [-1.26700, -0.15288, -2.17124], [-1.15922, 0.30144, -3.46972], [-0.05207, 1.18548, -3.48977], [0.45095, 1.22003, -2.20241], [1.62502, 2.04883, -1.77336], [-0.28484, 0.39248, -1.38468], [-2.59319, -1.79904, -2.43830], [-3.19607, -0.58260, -1.30494], [-1.92228, -1.68168, -0.80112], [-1.79997, 0.02040, -4.29485], [0.34228, 1.73844, -4.33214], [1.92906, 2.66495, -2.62492], [2.48394, 1.44234, -1.47420], [1.39135, 2.71564, -0.94072]]}


2.
{"formula": "C27H36Br42N2O3", "method": "ωB97M-V with the def2-TZVPD basis set", "e_lumo_ev": -0.363, "total_charge": 0, "homo_ev": -9.19, "spin_multiplicity": 1, "orbital_gap_ha": 0.3244, "elements": ["C", "C", "C", "O", "C", "O", "N", "C", "C", "C", "C", "C", "N", "C", "C", "C", "C", "O", "H", "H", "H", "H", "H", "H", "H", "H", "H", "H", "H", "H", "H", "H", "H", "H", "H", "H", "H", "H", "H", "H", "C", "Br", "Br", "Br", "H", "C", "Br", "Br", "Br", "H", "C", "Br", "Br", "Br", "H", "C", "Br", "Br", "Br", "H", "C", "Br", "Br", "Br", "H", "C", "Br", "Br", "Br", "H", "C", "Br", "Br", "Br", "H", "C", "Br", "Br", "Br", "H", "C", "Br", "Br", "Br", "H", "C", "Br", "Br", "Br", "H", "C", "Br", "Br", "Br", "H", "C", "Br", "Br", "Br", "H", "C", "Br", "Br", "Br", "H", "C", "Br", "Br", "Br", "H"], "xyz": [[5.05137, -1.30121, 2.76629], [4.91130, -0.09261, 2.85174], [4.59356, 1.36091, 3.38422], [3.50693, 2.02538, 2.71612], [2.27162, 1.39652, 2.91403], [2.14960, 0.72928, 3.94354], [1.17442, 1.42959, 2.00015], [1.40962, 2.24881, 0.77787], [1.61297, 1.28562, -0.48880], [3.01056, 0.54118, -0.50162], [-0.12134, 1.71618, 2.65106], [-1.34973, 1.18915, 1.75329], [-2.15067, 0.14618, 2.43184], [-2.99148, 0.70098, 3.53173], [-2.64979, -0.19164, 4.84044], [-2.99968, -0.52503, 1.42762], [-2.95809, -2.12006, 1.42530], [-3.68824, 0.05710, 0.60711], [5.21356, -2.40176, 2.89203], [4.52938, 1.38793, 4.51161], [5.52430, 1.96229, 3.12635], [0.45304, 2.82096, 0.53598], [2.21697, 3.02620, 0.86692], [1.55940, 1.98934, -1.38624], [0.73802, 0.57608, -0.61633], [3.72423, 1.16900, -1.10767], [2.86983, -0.47829, -0.95919], [3.36776, 0.42317, 0.55883], [-0.26439, 1.24663, 3.66041], [-0.21381, 2.83724, 2.77814], [-0.88130, 0.72514, 0.82737], [-1.97220, 2.05959, 1.35606], [-4.10079, 0.70289, 3.28625], [-2.70378, 1.77558, 3.77133], [-1.52372, -0.31508, 4.86531], [-3.11803, -1.20887, 4.64512], [-3.05096, 0.27152, 5.78819], [-3.76537, -2.44583, 2.15711], [-1.94891, -2.40396, 1.83372], [-3.15120, -2.51841, 0.39088], [5.58062, -2.58942, -1.94708], [5.04194, -2.01769, -0.17940], [6.51490, -4.28689, -1.90615], [4.08502, -2.62015, -3.17507], [6.28335, -1.84959, -2.31992], [2.40077, -0.19203, -6.12342], [1.34706, -1.75065, -5.65899], [3.00319, 0.76740, -4.55277], [3.87124, -0.64324, -7.29765], [1.74946, 0.47818, -6.67219], [-4.38064, 2.71812, 7.36052], [-4.77068, 4.11778, 8.63672], [-5.94775, 2.21706, 6.33716], [-2.89606, 3.18417, 6.21040], [-4.07922, 1.84339, 7.93001], [-6.24617, -1.81021, -1.30636], [-6.69060, -1.42899, 0.53797], [-5.40238, -3.54437, -1.49508], [-7.78212, -1.61854, -2.46715], [-5.51626, -1.06765, -1.61798], [-2.11161, -5.65971, 0.07494], [-1.74530, -5.31168, 1.94153], [-1.36329, -4.28604, -1.06458], [-1.54759, -7.43071, -0.46429], [-3.19105, -5.61966, -0.04405], [7.05003, 2.13438, 6.71546], [5.74539, 1.16159, 7.76254], [7.82097, 1.03038, 5.32514], [6.31810, 3.77925, 6.00249], [7.85720, 2.41020, 7.38785], [-9.36170, 0.83934, 5.57143], [-10.68428, -0.14906, 6.58076], [-8.71508, -0.17095, 4.05157], [-10.01178, 2.58584, 5.04873], [-8.51329, 1.00007, 6.23096], [9.14714, -7.15905, -1.96102], [8.50930, -8.42508, -3.27866], [9.03421, -7.87101, -0.16475], [10.92824, -6.52761, -2.37455], [8.48846, -6.29672, -2.00371], [2.33698, 2.92542, -9.39221], [1.25551, 1.38495, -8.94030], [2.91269, 3.88423, -7.81296], [3.82808, 2.44775, -10.52881], [1.70604, 3.60100, -9.96250], [11.34844, -4.39477, -6.30278], [10.13620, -3.57807, -5.03144], [11.08260, -6.30916, -6.42734], [11.25088, -3.54154, -8.03777], [12.35549, -4.23755, -5.92754], [-6.37274, 7.66444, 6.39877], [-7.46503, 6.10880, 6.75872], [-5.75308, 8.49984, 8.03160], [-4.90868, 7.25042, 5.20193], [-7.00472, 8.38731, 5.89119], [7.89478, 3.93861, -9.31400], [6.66690, 4.78598, -8.08099], [7.59320, 2.03015, -9.43246], [7.86033, 4.78197, -11.05604], [8.89458, 4.07758, -8.91313], [-10.31223, -4.11293, -4.79613], [-11.34570, -5.36320, -5.85220], [-10.49767, -2.29758, -5.44460], [-10.72774, -4.24733, -2.91151], [-9.26719, -4.38631, -4.91173], [-9.58356, 1.89377, -1.51976], [-10.35433, 0.83338, -2.94490], [-9.66872, 0.98273, 0.18509], [-7.78006, 2.45889, -1.94120], [-10.18588, 2.79305, -1.43053]]}


3.
{"formula": "C5H12N2O2", "method": "ωB97M-V with the def2-TZVPD basis set", "e_lumo_ev": 0.777, "total_charge": 0, "homo_ev": -9.34, "smiles": "CC(C)(C)C/[N+]([O-])=N/O", "spin_multiplicity": 1, "orbital_gap_ha": 0.3718, "relative_energy_kj_mol": 488.2, "elements": ["C", "C", "C", "C", "C", "N", "N", "O", "O", "H", "H", "H", "H", "H", "H", "H", "H", "H", "H", "H", "H"], "xyz": [[-0.12740, 1.73164, -1.37895], [0.34205, -0.70891, -1.68977], [-1.53595, 0.03613, -0.19294], [0.84106, 0.45318, 0.46477], [-0.12710, 0.35568, -0.69783], [0.41286, -0.66145, 2.57909], [0.79186, -0.99782, 1.45098], [1.13830, -2.05960, 0.97625], [0.37230, -1.71470, 3.49588], [-0.55209, 2.48644, -0.72245], [0.88820, 2.03217, -1.63799], [-0.71552, 1.69561, -2.29400], [0.45169, -1.67033, -1.19578], [-0.37359, -0.81658, -2.50065], [1.30262, -0.42904, -2.11735], [-1.57405, -0.96170, 0.23665], [-2.25374, 0.07758, -1.01268], [-1.84500, 0.75216, 0.56648], [0.58727, 1.21935, 1.18683], [1.87931, 0.48524, 0.15694], [0.09693, -1.30507, 4.32650]]}


4.
{"formula": "C47H108F3N4O7PS", "method": "ωB97M-V with the def2-TZVPD basis set", "e_lumo_ev": [-9.413, -16.796], "total_charge": 5, "homo_ev": [-18.53, -18.53], "spin_multiplicity": 2, "orbital_gap_ha": [0.3351, 0.0638], "relative_energy_kj_mol": 103.8, "s_squared": 0.7609, "elements": ["C", "O", "C", "C", "N", "H", "H", "C", "C", "O", "C", "H", "H", "H", "H", "H", "H", "H", "H", "H", "H", "H", "H", "H", "H", "C", "O", "C", "C", "N", "H", "H", "C", "C", "O", "C", "H", "H", "H", "H", "H", "H", "H", "H", "H", "H", "H", "H", "H", "H", "C", "C", "C", "C", "P", "C", "C", "C", "C", "C", "C", "C", "C", "C", "C", "C", "C", "H", "H", "H", "H", "H", "H", "H", "H", "H", "H", "H", "H", "H", "H", "H", "H", "H", "H", "H", "H", "H", "H", "H", "H", "H", "H", "H", "H", "H", "H", "H", "H", "H", "H", "H", "H", "C", "C", "C", "N", "C", "C", "C", "C", "C", "C", "H", "H", "H", "H", "H", "H", "H", "H", "H", "H", "H", "H", "H", "H", "H", "H", "H", "H", "H", "H", "C", "C", "C", "N", "C", "C", "C", "C", "C", "C", "H", "H", "H", "H", "H", "H", "H", "H", "H", "H", "H", "H", "H", "H", "H", "H", "H", "H", "H", "H", "C", "F", "F", "F", "S", "O", "O", "O"], "xyz": [[-0.35285, -3.28636, 8.93692], [0.05156, -2.27509, 7.98027], [1.41879, -1.68453, 8.31814], [1.68570, -0.65880, 7.21650], [0.35895, 0.21607, 7.09040], [-0.43747, -0.18113, 7.56794], [0.55027, 1.05001, 7.62710], [0.05388, 0.73671, 5.71138], [-1.04709, 1.74622, 5.72897], [-1.29875, 2.29692, 4.45037], [-0.84301, 3.65094, 4.24092], [-0.33437, -2.84872, 9.93504], [0.40364, -4.07067, 8.96292], [-1.34498, -3.61421, 8.62662], [2.16068, -2.47466, 8.43392], [1.48503, -1.20848, 9.29645], [1.71558, -1.15673, 6.24734], [2.57104, -0.06471, 7.44310], [-0.28994, -0.18682, 5.24557], [0.98099, 1.11840, 5.28374], [-0.87085, 2.42070, 6.56690], [-1.98268, 1.22630, 5.93499], [-1.33516, 4.00106, 3.33355], [0.21860, 3.64397, 3.99387], [-1.00807, 4.22089, 5.15526], [7.46066, 0.86954, 8.75193], [7.70441, -0.27029, 8.00535], [6.70717, -0.73045, 7.15077], [6.67323, -0.08457, 5.79847], [8.02608, -0.06825, 5.12198], [8.78929, 0.12945, 5.75327], [8.28000, -0.95997, 4.72142], [8.08466, 1.07560, 4.08607], [7.51767, 0.63152, 2.79309], [8.32719, -0.44518, 2.27795], [7.52074, -1.25794, 1.33535], [8.18928, 0.87251, 9.56261], [6.46939, 0.97866, 9.19191], [7.54448, 1.68003, 8.02793], [5.67732, -0.65999, 7.50084], [6.95550, -1.75970, 6.89176], [6.49337, 0.98093, 5.94146], [5.86937, -0.44521, 5.15671], [9.14360, 1.31692, 3.99385], [7.54219, 1.96955, 4.39381], [7.58422, 1.35204, 1.97791], [6.46503, 0.37772, 2.91817], [8.10378, -2.11851, 1.00736], [7.25682, -0.62976, 0.48456], [6.67363, -1.79851, 1.75759], [-0.81023, 5.70324, -8.78139], [-0.18793, 4.35837, -8.88857], [-1.06945, 3.12670, -8.42511], [-1.39917, 3.15271, -6.89453], [-2.72990, 1.96054, -6.43025], [-4.36399, 2.84781, -6.28263], [-5.31778, 2.34916, -5.15851], [-6.55464, 3.18050, -5.01878], [-7.23015, 3.08936, -3.63112], [-2.48194, 1.22900, -4.78280], [-1.15296, 0.43299, -4.60313], [-0.59311, 0.33208, -3.16265], [-1.48847, -0.48703, -2.16007], [-2.65352, 0.59100, -7.68137], [-3.50969, -0.58170, -7.37219], [-4.99203, -0.32212, -7.67084], [-5.96918, -1.40996, -7.03849], [-1.87371, 5.76992, -9.01090], [-0.36435, 6.45338, -9.43451], [-0.67956, 6.06212, -7.76049], [0.73111, 4.26820, -8.30950], [0.10129, 4.35371, -9.93949], [-0.50862, 2.23076, -8.69131], [-1.93275, 3.17601, -9.08872], [-1.82405, 4.10839, -6.58754], [-0.61656, 3.01219, -6.14895], [-4.82730, 2.76043, -7.26539], [-4.13092, 3.86683, -5.97377], [-4.70283, 2.35626, -4.25857], [-5.52381, 1.27884, -5.16648], [-7.27229, 2.87879, -5.78170], [-6.30459, 4.20601, -5.29063], [-8.14921, 3.67372, -3.58693], [-6.62125, 3.60921, -2.89146], [-7.45899, 2.07580, -3.30182], [-3.32824, 0.59454, -4.51951], [-2.47581, 2.09490, -4.12077], [-0.37741, 0.78666, -5.28250], [-1.30420, -0.61411, -4.86545], [-0.42875, 1.34258, -2.78852], [0.39619, -0.12473, -3.18923], [-0.94499, -0.71070, -1.24209], [-1.59412, -1.42222, -2.70995], [-2.46031, -0.04795, -1.93460], [-1.62835, 0.22557, -7.74118], [-2.85115, 0.95825, -8.68843], [-3.51330, -0.67973, -6.28662], [-3.27641, -1.46958, -7.95986], [-5.24408, -0.36115, -8.73058], [-5.24492, 0.68588, -7.34208], [-5.85748, -2.44245, -7.36953], [-7.02570, -1.16004, -7.13555], [-5.77576, -1.39648, -5.96587], [1.00058, -3.76273, -3.45720], [2.51370, -3.64633, -3.09157], [2.75470, -4.12036, -1.59316], [4.15860, -3.80657, -1.02310], [5.25368, -4.31636, -1.98038], [5.28424, -5.81695, -2.14156], [5.30990, -6.58532, -0.87477], [4.33021, -6.09396, 0.21316], [4.27600, -4.54108, 0.32414], [4.33872, -2.32804, -0.70175], [0.45939, -3.08398, -2.79803], [0.67843, -4.79529, -3.32251], [0.63176, -3.43520, -4.42921], [2.81417, -2.59873, -3.07282], [3.14709, -4.17950, -3.80054], [2.48743, -5.15317, -1.36963], [2.04866, -3.64778, -0.91032], [5.20880, -3.72805, -2.89688], [6.12331, -3.94263, -1.43984], [4.53177, -6.23127, -2.81255], [6.20170, -6.22914, -2.56165], [5.18715, -7.66260, -0.98661], [6.32014, -6.55355, -0.46672], [3.35140, -6.56258, 0.11109], [4.51075, -6.48296, 1.21525], [3.37957, -4.31675, 0.90223], [5.16858, -4.20058, 0.84898], [5.23572, -1.99751, -1.22543], [4.56529, -2.15818, 0.35083], [3.47901, -1.75348, -1.04654], [-8.06211, 1.58495, 0.13114], [-7.17073, 1.95941, 1.27123], [-5.77595, 1.30160, 1.15753], [-4.65717, 1.97433, 1.98115], [-4.69477, 1.51485, 3.46343], [-4.62196, -0.00899, 3.55946], [-3.31851, -0.54366, 2.94427], [-3.11972, 0.06428, 1.49021], [-3.26957, 1.64764, 1.44799], [-4.56986, 3.57746, 1.97261], [-7.58029, 1.50206, -0.84307], [-8.80038, 2.36471, -0.05605], [-8.52363, 0.65387, 0.46005], [-7.61599, 1.75430, 2.24477], [-7.16304, 3.04938, 1.26976], [-5.33086, 1.61481, 0.21314], [-5.61894, 0.23006, 1.03406], [-5.59247, 1.92835, 3.92307], [-3.79605, 1.98834, 3.85865], [-5.45373, -0.56133, 3.12223], [-4.75186, -0.37003, 4.57969], [-3.16666, -1.61443, 2.80830], [-2.53498, -0.16111, 3.59835], [-3.76419, -0.40796, 0.74876], [-2.11690, -0.18788, 1.14544], [-2.98239, 2.09306, 0.49550], [-2.43990, 2.01578, 2.05149], [-5.51622, 3.84612, 2.44200], [-4.74871, 3.82721, 0.92679], [-3.65354, 4.00926, 2.37512], [1.31481, 0.07136, 1.27107], [0.08240, -0.25960, 1.62024], [1.69142, -0.36494, 0.00617], [1.42678, 1.43647, 1.37986], [2.56781, -0.72905, 2.41879], [3.83146, -0.05470, 2.12034], [2.01985, -0.45388, 3.79041], [2.55511, -2.13756, 2.02596]]}